Entry 1:
14
Properties=species:S:1:pos:R:3:forces:R:3:lowdin_charge:R:1 method="wB97M-V/def2-TZVPD" e_homo_ev=-9.637 e_above_lowest_kj_mol=319.5 orbital_gap_ha=0.3803 total_charge=0 multiplicity=1
H 1.147723 1.649439 2.289665 0.2 0.6 1.9 0.02
N 1.191727 0.916210 1.632772 2.2 0.7 -0.3 0.16
C 0.078385 0.618631 1.234212 -3.8 0.3 -0.2 -0.41
N -1.293796 1.049372 1.883417 3.7 0.6 -2.0 -0.41
Cl -1.158258 1.589158 3.500534 0.0 -0.4 -0.2 0.58
C -0.070216 -0.066601 -0.078193 -1.2 -0.3 0.6 -0.34
C -1.016079 -0.979361 -0.267694 0.3 -0.6 -2.4 0.05
C 0.990478 0.145126 -1.098066 -1.2 -3.3 -0.2 -0.05
H -1.805894 0.222446 1.752822 -1.4 -1.1 0.7 0.00
H -1.043279 -1.433087 -1.354761 -0.4 0.5 2.6 0.11
H -1.664780 -1.308862 0.531911 -0.3 -0.2 -0.3 0.06
H 1.026017 1.038280 -1.626200 0.0 1.8 -0.6 0.06
H 1.865346 -0.074644 -0.546770 1.5 0.1 0.1 0.07
H 0.800168 -0.726518 -1.794371 0.7 1.2 0.3 0.09

=====

Entry 2:
15
Properties=species:S:1:pos:R:3:forces:R:3:lowdin_charge:R:1 method="wB97M-V/def2-TZVPD" e_homo_ev=-8.887 e_above_lowest_kj_mol=272.8 smiles="C/C=C(/Cl)C(=O)NN" orbital_gap_ha=0.3535 total_charge=0 multiplicity=1
C -1.298963 1.799119 -0.491306 1.3 3.2 1.7 -0.14
C -1.223493 0.460476 -1.085931 3.0 -2.0 1.9 -0.23
C -0.145643 -0.376129 -0.904482 -2.2 1.6 0.1 -0.58
Cl -0.230706 -1.896705 -1.731436 0.5 -0.2 0.2 0.66
C 1.073135 0.017783 -0.078143 -1.6 -1.3 -2.5 -0.58
O 1.734146 0.943291 -0.417771 1.3 2.6 -0.4 0.08
N 1.468719 -0.782751 0.882159 1.6 -1.0 3.8 -0.01
N 0.681103 -1.843726 1.307318 -2.0 2.1 1.3 0.03
H -0.098298 2.048014 -0.378139 -3.4 0.3 -0.4 0.11
H -1.720189 1.975972 0.730777 0.8 -0.9 -3.9 0.15
H -1.870992 2.536187 -1.259750 1.5 -1.5 2.2 0.11
H -1.972704 -0.030042 -1.611103 -1.7 -0.2 -1.1 0.06
H 2.175673 -0.350785 1.553600 -1.1 -1.0 -1.4 0.19
H 0.350824 -1.795988 2.276858 0.2 0.6 -0.6 0.10
H 1.077387 -2.704715 1.207350 1.7 -2.5 -0.8 0.04

=====

Entry 3:
16
Properties=species:S:1:pos:R:3:forces:R:3:lowdin_charge:R:1 method="wB97M-V/def2-TZVPD" e_homo_ev=-9.938 e_above_lowest_kj_mol=336.5 smiles="C=CO/[N+]([O-])=N/CCCl" orbital_gap_ha=0.3950 total_charge=0 multiplicity=1
C 1.589291 -1.123296 1.847646 -4.0 0.6 -1.8 0.04
C 1.172754 0.017998 2.382766 1.8 1.3 0.0 -0.13
O 0.162605 0.904450 1.820492 0.2 -1.1 3.8 0.02
N 0.078758 0.812428 0.516032 0.8 0.1 -3.2 -0.42
O 1.134875 0.806598 -0.068524 2.2 0.0 -1.1 0.01
N -1.025955 0.831693 -0.008961 -2.6 0.1 2.4 0.09
C -1.105999 0.758868 -1.436253 2.5 1.0 0.6 -0.25
C -1.596059 -0.623263 -1.740788 -0.9 0.4 0.8 -0.61
Cl -0.382872 -1.870612 -1.756107 0.9 -0.5 0.1 0.61
H 2.348011 -1.668640 2.295187 1.3 -0.9 0.6 0.04
H 0.953720 -1.562140 0.983612 1.5 0.6 1.4 0.09
H 1.849622 0.556525 3.124120 -1.6 -0.6 -0.8 0.14
H -1.744048 1.627395 -1.707673 0.1 -1.0 -0.4 0.14
H -0.038046 0.902498 -1.772202 -1.3 0.0 -0.5 0.12
H -2.018292 -0.598355 -2.689078 -1.0 -0.3 -1.7 0.04
H -2.330474 -0.933294 -0.992769 0.0 0.2 -0.3 0.08

=====

Entry 4:
17
Properties=species:S:1:pos:R:3:forces:R:3:lowdin_charge:R:1 method="wB97M-V/def2-TZVPD" e_homo_ev=-13.802 e_above_lowest_kj_mol=311.5 orbital_gap_ha=0.3071 total_charge=+1 multiplicity=1
N -2.591060 1.381315 -0.750644 2.3 0.4 0.4 0.14
C -1.196917 1.462488 -0.698004 0.7 0.5 -1.2 -0.25
N -0.482394 1.896018 -1.961513 4.3 -1.7 7.6 0.11
C 0.963984 1.885102 -1.432108 -5.4 -1.0 2.2 0.08
N 0.967074 1.440711 0.036240 2.0 1.4 -3.9 0.00
N -0.311403 1.196287 0.514380 -2.8 1.1 -4.8 -0.47
Cl -0.865908 0.721221 2.101041 1.1 0.7 -1.8 0.78
H -3.130341 0.789801 -0.077065 0.7 1.2 -1.0 0.13
H -3.037176 2.026077 -1.470676 0.7 -1.6 1.4 0.16
H 1.857833 2.199732 -2.130591 -1.7 -0.9 2.1 0.17
H 1.852568 1.369378 0.620868 -1.8 0.0 -0.8 0.19
C 0.604694 -2.428860 0.676968 1.0 -0.8 0.4 -0.10
C 1.724971 -3.286039 1.243469 6.2 -4.7 3.1 -0.20
N 2.654218 -3.997082 1.713369 -7.5 5.8 -3.8 0.11
H -0.349656 -2.954830 0.768134 0.2 0.0 0.0 0.08
H 0.544499 -1.484517 1.224821 0.1 -0.3 0.0 0.00
H 0.795012 -2.216802 -0.378689 0.1 -0.1 0.1 0.07

=====

Entry 5:
13
Properties=species:S:1:pos:R:3:forces:R:3:lowdin_charge:R:1 method="wB97M-V/def2-TZVPD" e_homo_ev=-9.247 e_above_lowest_kj_mol=335.3 smiles="C[C@@H]1C=C1Cl.O" orbital_gap_ha=0.3681 total_charge=0 multiplicity=1
C 0.970253 0.108978 0.501058 -0.3 -2.7 0.5 -0.08
C 0.599567 0.060453 -0.936679 -0.6 2.1 -0.2 -0.32
C 0.661285 1.228868 -1.919861 -4.4 -1.9 0.6 0.04
C -0.546015 0.678362 -1.682443 3.5 1.4 0.6 -0.68
Cl -2.178458 0.607800 -2.021431 -0.4 0.0 -0.1 0.72
H 0.342996 -0.646166 1.017258 -0.1 0.2 -0.2 0.07
H 0.797756 0.988820 1.044981 0.4 1.5 0.5 0.06
H 1.948234 -0.408680 0.611176 -0.1 1.2 0.1 0.09
H 0.921117 -0.841105 -1.291216 0.7 -2.6 -1.3 0.08
H 1.037042 1.778188 -2.725401 1.2 0.8 -0.6 0.07
O -2.859193 -0.628795 1.145492 -1.4 0.5 -1.5 -0.05
H -2.780349 0.255991 0.762734 -0.2 -0.2 -0.1 0.01
H -2.174051 -0.633180 1.764170 1.7 -0.3 1.7 -0.01

=====

Entry 6:
13
Properties=species:S:1:pos:R:3:forces:R:3:lowdin_charge:R:1 method="wB97M-V/def2-TZVPD" e_homo_ev=-10.297 e_above_lowest_kj_mol=335.8 orbital_gap_ha=0.4062 total_charge=0 multiplicity=1
C -0.233032 -0.702416 0.640385 -1.6 1.6 -0.2 -0.35
C -0.806969 0.867118 0.559646 -1.8 -1.5 -2.2 -0.05
C 0.357143 1.014604 -0.499346 -1.4 3.1 2.6 -0.27
C 0.919862 -0.274668 -0.234991 1.8 -2.3 -0.5 -0.72
H -0.642744 -2.443369 -0.429788 -1.1 3.3 1.1 0.18
H -0.146034 -1.103226 1.620108 0.5 -0.5 0.8 0.12
H -1.840961 0.787104 -0.296310 2.5 0.6 3.7 0.19
H -0.790805 1.592855 1.561798 -0.3 -2.2 -3.0 0.15
H 0.784197 1.960419 -0.335949 1.8 0.8 0.4 0.10
H 0.014239 1.095706 -1.449883 -1.3 0.1 -2.9 0.08
H 0.792010 -0.912778 -1.105708 0.6 0.1 -0.1 0.10
O -1.051685 -1.488144 -0.217005 0.3 -3.1 -0.2 -0.11
Cl 2.644777 -0.393205 0.187046 0.0 0.0 0.5 0.59

=====

Entry 7:
13
Properties=species:S:1:pos:R:3:forces:R:3:lowdin_charge:R:1 method="wB97M-V/def2-TZVPD" e_homo_ev=-10.165 e_above_lowest_kj_mol=343.0 smiles="C=C[C@H](C)OCl" orbital_gap_ha=0.3807 total_charge=0 multiplicity=1
C -0.096125 -1.683188 1.260487 2.0 0.9 -2.6 0.04
C -0.621343 -0.833803 0.387880 -0.3 0.1 1.4 -0.14
C 0.294030 0.100605 -0.388100 -1.3 -0.4 1.9 -0.52
C -0.132125 1.510128 -0.044390 2.3 -1.7 1.7 -0.05
O 0.043241 -0.324834 -1.696730 0.4 0.0 -1.2 -0.55
Cl 0.976955 0.487839 -2.855655 -0.1 0.0 0.2 0.67
H -0.432168 -2.541477 1.745283 -1.2 -0.7 1.1 0.04
H 0.964276 -1.623517 1.053817 0.6 -0.8 1.0 0.05
H -1.675866 -0.620532 0.402367 -0.4 0.0 -0.6 0.11
H 1.334593 -0.065810 -0.018253 -0.5 0.1 -0.8 0.14
H -1.021867 1.842900 -0.357814 -4.0 0.3 -1.2 0.04
H -0.122396 1.588381 1.049084 0.4 0.3 -0.3 0.11
H 0.488793 2.163308 -0.537976 2.1 1.8 -0.5 0.04

=====

Entry 8:
13
Properties=species:S:1:pos:R:3:forces:R:3:lowdin_charge:R:1 method="wB97M-V/def2-TZVPD" e_homo_ev=-10.061 e_above_lowest_kj_mol=167.4 smiles="C=C(CO)CCl" orbital_gap_ha=0.3973 total_charge=0 multiplicity=1
C 0.505837 -0.494454 -1.306309 0.2 -3.3 0.1 0.04
C 0.222245 0.179427 -0.202060 -0.8 1.9 -0.8 -0.35
C 0.493853 -0.221351 1.230574 2.3 1.8 0.0 -0.25
O 1.180937 -1.458084 1.401312 -0.4 0.9 -0.2 -0.05
C -0.662372 1.475249 -0.404093 0.9 -1.8 5.9 -0.48
Cl 0.086216 2.989131 0.302898 0.0 -0.4 -0.3 0.49
H 0.269860 -0.150440 -2.309285 -0.1 0.1 0.3 0.06
H 0.797557 -1.645341 -1.261965 0.0 2.7 -0.1 0.11
H -0.450100 -0.224504 1.682157 -1.6 -0.3 1.1 0.09
H 1.076040 0.659056 1.787076 -0.9 -2.0 -1.3 0.16
H 0.747451 -2.046812 0.777525 0.1 -0.4 0.1 0.06
H -0.936718 1.688547 -1.345836 -0.7 0.5 -3.3 0.01
H -1.575296 1.321256 0.279580 1.2 0.2 -1.3 0.10

=====

Entry 9:
13
Properties=species:S:1:pos:R:3:forces:R:3:lowdin_charge:R:1 method="wB97M-V/def2-TZVPD" e_homo_ev=-9.458 e_above_lowest_kj_mol=181.8 smiles="COC/C=C/Cl" orbital_gap_ha=0.3840 total_charge=0 multiplicity=1
C 2.324861 -0.447221 -0.280620 -3.7 1.2 1.0 -0.01
O 0.867158 -0.672758 0.039835 2.1 -0.8 -0.3 -0.23
C 0.046332 0.419872 0.315709 0.3 -0.2 0.3 -0.27
C -1.313600 -0.200779 0.318367 0.3 -0.7 0.9 -0.19
C -2.381707 0.328490 -0.214300 -0.5 1.5 -0.8 -0.58
Cl -3.920179 -0.468706 -0.068597 0.0 0.3 -0.2 0.58
H 2.255489 -0.365355 -1.328123 0.9 -0.2 -1.4 0.06
H 2.606447 0.545111 0.101111 0.4 -0.6 0.3 0.09
H 2.797322 -1.316101 0.118607 0.7 -0.2 0.1 0.08
H 0.169983 1.246576 -0.392773 -0.2 0.0 -0.2 0.12
H 0.301000 0.798839 1.314343 -0.2 0.2 0.1 0.12
H -1.387224 -1.188794 0.834574 0.2 1.0 -0.4 0.13
H -2.365878 1.320828 -0.758136 -0.3 -1.4 0.7 0.10

=====

Entry 10:
14
Properties=species:S:1:pos:R:3:forces:R:3:lowdin_charge:R:1 method="wB97M-V/def2-TZVPD" e_homo_ev="-9.317 / -9.318" e_above_lowest_kj_mol=292.8 orbital_gap_ha="0.3157 / 0.3157" total_charge=0 multiplicity=1
C 1.380662 -1.429960 -1.083316 -0.3 3.2 2.9 0.10
C -0.472803 -0.260598 1.395413 1.9 -1.2 2.5 -0.13
C -0.749104 0.821087 -0.933269 -3.3 -3.0 2.0 -0.10
C 0.108054 0.630304 0.354575 0.2 1.7 -1.8 -1.04
O 0.436164 -2.042002 -0.887300 1.0 -0.3 -1.0 0.19
O 1.396166 0.403308 -0.026131 0.4 -3.5 -1.4 -0.25
Cl 0.230346 2.308347 1.093814 -0.1 0.5 0.5 0.59
H 2.425372 -1.185473 -1.346637 -0.7 -0.6 -0.3 0.16
H 0.391690 -0.569524 2.143835 -1.7 1.1 -1.2 0.13
H -0.773959 -1.231776 1.052004 -0.4 -0.3 -0.7 0.05
H -1.296570 0.203460 1.933560 0.1 0.0 0.0 0.07
H -1.457319 -0.156153 -0.974049 1.7 2.0 -0.4 0.12
H -1.485229 1.615912 -0.954547 0.2 0.3 0.4 0.06
H -0.133470 0.893068 -1.767953 1.1 0.1 -1.4 0.04

=====

Ordered max |F| results: 4.2, 4.3, 4.4, 10.2, 4.8, 4.5, 4.2, 6.2, 4.0, 4.9; unit eV Å⁻¹.